# 1
Here is a 2-piece molecular cluster, C7H14O overall from OMol25. Energies are from wB97M-V/def2-TZVPD.

Structure (ORCA input):
```
! RIJCOSX wB97M-V def2-TZVPD def2/J DEFGRID3
* xyz 0 1
C -2.3063 -1.5113 1.3647
C -1.9178 -0.2400 1.2558
C -0.5460 0.1439 1.1206
C 0.4016 0.6086 1.8772
C -0.2496 0.1168 -0.4218
C 0.4546 -1.1028 -1.1050
C 1.9125 -0.8438 -1.3718
H -1.5695 -2.1760 1.8597
H -3.3029 -1.8240 1.1028
H -2.6586 0.6605 1.0787
H 1.2100 1.0145 1.3473
H 0.5491 0.6631 2.9326
H -1.3072 0.3412 -1.1050
H 0.3691 0.9486 -0.7824
H -0.0608 -1.5489 -2.0311
H 0.4284 -1.9554 -0.3310
H 2.2957 -0.4516 -0.4001
H 2.0519 -0.0113 -2.0586
H 2.4292 -1.7504 -1.4121
O 0.4138 3.1273 -1.2578
H 1.1499 2.4435 -1.2844
H 0.2526 3.3475 -0.3784
*
```

**Frontier orbital gap**: 10.288 eV
**SMILES string**: C=CC(=C)CCC.O
**Energy above the lowest of the compared OMol25 structures with the same formula, charge and spin**: 363.8 kJ/mol

=====

# 2
Here is a 2-piece molecular cluster, C7H14O overall from OMol25. Energies are from wB97M-V/def2-TZVPD.

Structure (ORCA input):
```
! RIJCOSX wB97M-V def2-TZVPD def2/J DEFGRID3
* xyz 0 1
C -2.1636 0.9687 1.5072
C -1.5151 1.7705 0.6768
C -0.1484 1.5207 0.1581
C 0.7427 0.7130 0.7223
C 2.0843 0.4223 0.1011
C 2.0539 -0.7722 -0.8791
C 1.2881 -1.9662 -0.3074
H -1.8084 0.0146 1.8726
H -3.1801 1.1081 1.8932
H -1.9531 2.6899 0.3172
H 0.1036 2.0481 -0.7524
H 0.5083 0.2978 1.6944
H 2.4243 1.3492 -0.3831
H 2.8341 0.1836 0.8556
H 1.5033 -0.4818 -1.7826
H 3.0867 -0.9940 -1.1141
H 1.5052 -2.1618 0.7337
H 1.4893 -2.8843 -0.8562
H 0.2082 -1.7640 -0.3643
O -3.2050 -0.9770 -1.2517
H -3.2130 -0.6568 -2.1548
H -2.6454 -0.4286 -0.6864
*
```

**Frontier orbital gap**: 9.715 eV
**SMILES string**: C=C/C=C/CCC.O
**Energy above the lowest of the compared OMol25 structures with the same formula, charge and spin**: 147.0 kJ/mol

=====

# 3
Here is a 2-piece molecular cluster, C7H14O overall from OMol25. Energies are from wB97M-V/def2-TZVPD.

Structure (ORCA input):
```
! RIJCOSX wB97M-V def2-TZVPD def2/J DEFGRID3
* xyz 0 1
C -3.0493 -1.5390 -0.6036
C -2.1285 -1.1105 -1.4548
C -1.1711 0.0072 -1.2217
C -1.5159 1.0413 -0.4562
C 0.2540 -0.4170 -1.6050
C 1.3318 -0.1012 -0.5922
C 2.6180 -0.8618 -0.8927
H -3.0874 -1.0216 0.3540
H -3.6116 -2.4706 -0.6486
H -2.0733 -1.5261 -2.4590
H -0.7941 1.8267 -0.3279
H -2.5236 1.0837 -0.0875
H 0.1569 -1.4827 -1.8057
H 0.5077 0.0258 -2.5713
H 1.0930 -0.1648 0.4730
H 1.5131 0.9838 -0.6443
H 2.5160 -1.6973 -1.5937
H 3.2489 -1.1057 -0.0380
H 3.2696 -0.2468 -1.5263
O 0.8840 3.1549 5.9148
H 1.3617 2.9626 5.1083
H 1.2001 2.6593 6.6784
*
```

**Frontier orbital gap**: 9.740 eV
**SMILES string**: C=CC(=C)CCC.O
**Energy above the lowest of the compared OMol25 structures with the same formula, charge and spin**: 211.2 kJ/mol

=====

# 4
Here is a 2-piece molecular cluster, C7H14O3 overall from OMol25. Energies are from wB97M-V/def2-TZVPD.

Structure (ORCA input):
```
! RIJCOSX wB97M-V def2-TZVPD def2/J DEFGRID3
* xyz 0 1
C -0.1804 2.0982 1.2120
C 0.0068 0.6580 1.6822
C -0.2878 -0.4242 0.6317
C -1.7324 -0.3512 0.1178
C -2.4162 -1.6861 0.0975
O -3.1991 -2.0468 -0.7513
C 0.7096 -0.3792 -0.5408
C 0.4324 -1.4247 -1.5786
O 1.3196 -1.9472 -2.2508
H -1.1974 2.2749 0.8358
H 0.5246 2.3651 0.4120
H -0.0114 2.7934 2.0448
H -0.6404 0.4704 2.5524
H 1.0396 0.5283 2.0448
H -0.1626 -1.3993 1.1331
H -1.7968 0.1009 -0.8814
H -2.3195 0.2742 0.8140
H -2.1699 -2.3615 0.9498
H 0.6008 0.5890 -1.0605
H 1.6927 -0.8293 -0.1780
H -0.5825 -1.3835 -2.0280
O 3.6251 0.6095 -1.4030
H 3.2523 -0.0266 -2.1125
H 3.4928 1.4979 -1.7429
*
```

**Frontier orbital gap**: 10.393 eV
**SMILES string**: CCC(CC=O)CC=O.O
**Energy above the lowest of the compared OMol25 structures with the same formula, charge and spin**: 192.6 kJ/mol

=====

# 5
Here is C7H14O3Pd as an isolated structure from OMol25. Energies are from wB97M-V/def2-TZVPD.

Structure (ORCA input):
```
! RIJCOSX wB97M-V def2-TZVPD def2/J DEFGRID3
* xyz 0 3
C -0.2176 -2.3547 -0.1644
O -0.8827 -1.1488 0.1744
C -2.2735 -1.1476 -0.1421
C -2.9407 0.1361 0.3109
O -2.4971 1.2568 -0.3956
C -1.4194 2.0152 0.2196
H -0.7925 -3.2179 0.2012
H -0.1409 -2.3999 -1.2576
H -2.7489 -2.0050 0.3600
H -2.3834 -1.2626 -1.2326
H -2.8082 0.2597 1.4025
H -4.0190 0.0164 0.1220
H 0.6041 2.0234 0.0156
H -1.0707 2.6888 -0.5835
H -1.8563 2.6709 1.0008
C 1.3494 1.5835 -0.7081
C 2.2043 0.5487 -0.5757
O 2.3239 -0.2714 0.4613
C 1.4615 -0.0148 1.6115
Pd -0.1763 0.4130 0.7112
H 1.6690 2.4597 -1.2672
H 2.8917 0.2786 -1.3837
H 1.8862 0.8480 2.1624
H 1.6170 -0.8918 2.2591
H 0.7900 -2.3589 0.2736
*
```

**Frontier orbital gap (spin up / spin down)**: 7.171 / 7.672 eV

=====

# 6
Here is C7H14O3Pd as an isolated structure from OMol25. Energies are from wB97M-V/def2-TZVPD.

Structure (ORCA input):
```
! RIJCOSX wB97M-V def2-TZVPD def2/J DEFGRID3
* xyz 2 1
C -1.4394 2.5988 -1.5806
C -0.7658 2.0888 -0.3010
O -1.7131 1.4970 0.6439
C -1.9668 0.2037 0.3853
O -2.7298 -0.0659 -0.4279
O -1.4019 -0.8082 1.1076
C -0.0538 -0.6132 1.4503
C 0.9265 -1.3690 0.5492
C 0.3320 -1.8260 -0.7890
C 2.2374 -0.5953 0.3019
H -0.8709 3.4787 -1.9194
H -1.3881 1.8754 -2.4042
H -2.4600 2.9533 -1.4027
H -0.2125 2.8853 0.2146
H -0.0097 1.3211 -0.5614
H 0.0654 -1.0471 2.4781
H 0.2651 0.4431 1.5427
H 1.2459 -2.4161 1.1322
H -0.6912 -2.2084 -0.7166
H 0.9387 -2.6699 -1.1617
H 0.4411 -1.0069 -1.5207
H 2.9532 -1.1667 -0.3028
H 2.7562 -0.3222 1.2330
H 1.9693 0.3099 -0.2676
Pd 1.5720 -3.5402 2.3168
*
```

**Frontier orbital gap**: 3.134 eV

=====

# 7
Here is a 2-piece molecular cluster, C7H14O4 overall from OMol25. Energies are from wB97M-V/def2-TZVPD.

Structure (ORCA input):
```
! RIJCOSX wB97M-V def2-TZVPD def2/J DEFGRID3
* xyz 0 1
C -3.3950 -0.3764 0.5630
C -1.2669 -0.2056 -0.2334
C -0.4512 -1.5318 -0.1352
C 0.9203 -1.4037 -0.4612
C 1.3990 -0.1467 0.1511
C 0.6498 1.0076 -0.5991
C 0.7299 2.4282 0.1775
H -4.2809 0.0467 0.0885
H -3.3674 -1.4098 1.0583
H -3.0250 0.7433 1.1766
H -1.4163 0.4030 0.6922
H -1.0104 -2.4243 -0.6518
H -0.3940 -1.4957 0.9568
H 1.2379 -1.5372 -1.6260
H 1.4057 -2.4240 -0.1677
H 1.1364 -0.1383 1.3197
H 5.0834 -0.6444 -0.0132
H 1.1503 1.3731 -1.5619
H 1.7599 3.1105 0.0582
H -0.2090 3.0363 -0.2041
H 0.2922 2.3689 1.3457
O -2.5350 -0.4842 -0.7527
O 2.6878 0.0870 -0.2202
O 3.5097 -1.1141 0.1388
O -0.6112 0.7315 -1.0996
*
```

**Frontier orbital gap**: 7.687 eV
**Energy above the lowest of the compared OMol25 structures with the same formula, charge and spin**: 1061.1 kJ/mol

=====

# 8
Here is C7H14O5Si as an isolated structure from OMol25. Energies are from wB97M-V/def2-TZVPD.

Structure (ORCA input):
```
! RIJCOSX wB97M-V def2-TZVPD def2/J DEFGRID3
* xyz 0 1
O -0.6077 -0.3675 2.7532
O -1.5110 -0.4770 0.6151
O 0.6466 2.5776 -1.1192
O -0.6639 0.5162 -2.2989
O 1.4913 0.1645 -0.5949
C -1.1916 -0.9648 1.8589
C -1.3311 -3.0461 3.1285
C -1.5402 -2.3929 2.0059
C 1.4405 2.7422 -2.2427
C -0.6418 -0.8662 -2.3579
C 2.0764 0.5585 0.6090
C -1.1001 0.8832 0.5199
Si 0.1054 1.0255 -0.9429
H -1.5933 -4.0887 3.2204
H -0.8576 -2.5485 3.9523
H -1.9215 -2.8885 1.1479
H 0.8348 3.0460 -3.1117
H 2.1913 3.5034 -2.0110
H 2.0021 1.8190 -2.5143
H -1.1977 -1.2356 -3.2279
H -1.0317 -1.2922 -1.4177
H 0.3933 -1.2126 -2.4284
H 1.5408 0.0793 1.4463
H 2.0458 1.6580 0.6517
H 3.1106 0.1726 0.6153
H -2.0041 1.4176 0.2796
H -0.6856 1.2172 1.4636
*
```

**Frontier orbital gap**: 10.593 eV
**Energy above the lowest of the compared OMol25 structures with the same formula, charge and spin**: 0.0 kJ/mol

=====

# 9
Here is the molecule C7H14OP2 from OMol25. Energies are from wB97M-V/def2-TZVPD.

Structure (ORCA input):
```
! RIJCOSX wB97M-V def2-TZVPD def2/J DEFGRID3
* xyz 0 1
C -3.8597 -1.6390 -0.3943
C -3.0294 -0.6135 -0.4072
C 1.9565 0.4670 -0.7111
C 1.7613 1.8134 -0.0370
C 2.4674 -0.6937 0.2007
C 0.4249 1.7629 0.7697
C 0.4249 -1.9250 0.4566
O 1.4605 -1.2884 0.9968
P -1.0539 1.3413 -0.3375
P -2.0176 -0.0358 0.8775
H -4.4973 -1.7479 -1.2718
H -4.0206 -2.2724 0.4845
H -2.8268 -0.0102 -1.4027
H 1.0286 -0.0554 -1.0853
H 2.6497 0.5575 -1.4500
H 2.6622 2.0231 0.5015
H 1.6061 2.6677 -0.7164
H 2.8366 -1.5018 -0.5579
H 3.1186 -0.4674 1.0046
H 0.6273 0.9994 1.5720
H 0.0624 2.7332 1.2515
H 0.1716 -2.0198 -0.6580
H -0.1724 -2.5080 1.1814
H -1.7810 2.4130 -0.2674
*
```

**Frontier orbital gap (spin up / spin down)**: 6.235 / 7.735 eV
**Energy above the lowest of the compared OMol25 structures with the same formula, charge and spin**: 245.9 kJ/mol

=====

# 10
Here is C7H14OPPdS as an isolated structure from OMol25. Energies are from wB97M-V/def2-TZVPD.

Structure (ORCA input):
```
! RIJCOSX wB97M-V def2-TZVPD def2/J DEFGRID3
* xyz 1 5
C 0.0410 -0.2405 -1.8841
C -0.9198 -1.2027 -2.3256
C -0.5662 -2.4975 -1.7423
C 0.6786 -2.3447 -1.0804
C 1.0460 -0.8879 -1.0487
Pd 1.0629 1.3678 0.4977
P -0.3426 3.2426 0.3133
H 0.1031 0.9184 -2.1304
H -1.8267 -0.8442 -2.8475
H -1.1359 -3.4096 -2.0201
H 2.1399 -0.5876 -0.9675
H 1.1935 -3.1046 -0.4738
H -1.5038 3.0855 1.2003
H -1.0967 3.7064 -0.8969
H 0.1041 4.5497 0.7887
C -0.4592 1.2518 3.8290
S 0.7296 0.2888 2.8959
C 0.6861 -1.1372 3.9936
O -0.0312 -0.2996 1.6733
H -0.0981 1.2952 4.8750
H -1.3878 0.6586 3.7348
H -0.5887 2.2597 3.4141
H -0.3620 -1.4456 3.9552
H 1.3305 -1.9102 3.5887
H 1.0143 -0.7916 4.9845
*
```

**Frontier orbital gap (spin up / spin down)**: 5.620 / 5.398 eV
**Energy above the lowest of the compared OMol25 structures with the same formula, charge and spin**: 117.2 kJ/mol

=====

# 11
Here is the molecule C7H14S from OMol25. Energies are from wB97M-V/def2-TZVPD.

Structure (ORCA input):
```
! RIJCOSX wB97M-V def2-TZVPD def2/J DEFGRID3
* xyz 0 1
C -2.8724 -0.4209 -0.1532
C -1.3837 -0.7603 -0.1457
C -0.3137 0.2912 0.0217
C 1.0274 -0.4385 0.1572
C 1.6423 -0.6562 -1.2563
C 2.1381 0.3264 0.7676
C -0.6231 1.4471 0.7881
S -0.2348 2.0494 -0.8297
H -3.1799 0.0092 0.8495
H -3.4392 -1.3849 -0.2317
H -3.1161 0.4128 -0.9638
H -1.1342 -1.5891 0.6964
H -1.1372 -1.2206 -1.0976
H 0.9531 -1.3265 0.7914
H 2.2510 0.3537 -1.7253
H 0.8532 -1.0799 -1.9501
H 2.5444 -1.2754 -1.1918
H 2.5637 1.1244 0.0475
H 3.0286 -0.3349 0.8578
H 2.1059 0.8585 1.8305
H -0.0616 1.9182 1.6534
H -1.6119 1.6963 1.0841
*
```

**Frontier orbital gap**: 9.288 eV
**SMILES string**: CC[C@]1(C(C)C)CS1
**Energy above the lowest of the compared OMol25 structures with the same formula, charge and spin**: 240.5 kJ/mol

=====

# 12
Here is an isolated ion of composition C7H14S and charge +1 from OMol25. Energies are from wB97M-V/def2-TZVPD.

Structure (ORCA input):
```
! RIJCOSX wB97M-V def2-TZVPD def2/J DEFGRID3
* xyz 1 2
C -0.4033 -0.5509 1.6483
C -1.6514 -0.3835 0.9844
C -2.1947 -1.3857 0.1683
C -3.4166 -1.3629 -0.4283
H -0.0469 -1.5805 1.6256
H -0.4479 -0.2559 2.6950
H -2.2500 0.5112 1.1217
H -1.5895 -2.2840 0.0682
H -3.6634 -2.2246 -1.0301
H -4.0853 -0.5265 -0.2828
C 1.8734 -0.9225 -1.4297
C 2.1420 0.4086 -0.7779
S 0.9012 0.8061 0.7049
C 1.0436 2.6856 0.3740
H 2.5903 -1.0862 -2.2330
H 0.8471 -1.0257 -1.7748
H 2.0186 -1.6980 -0.6736
H 1.9996 1.2388 -1.4587
H 3.1069 0.4844 -0.2867
H 1.8743 3.0325 0.9803
H 1.2373 2.9524 -0.6596
H 0.1148 3.1672 0.6647
*
```

**Frontier orbital gap (spin up / spin down)**: 7.311 / 7.809 eV
**Energy above the lowest of the compared OMol25 structures with the same formula, charge and spin**: 67.1 kJ/mol

=====

| no. | total energy (eV) | F_max (eV/Å) |
| --- | --- | --- |
| 1 | -9529.997 | 4.25 |
| 2 | -9532.243 | 1.46 |
| 3 | -9531.577 | 1.76 |
| 4 | -13627.186 | 3.40 |
| 5 | -17099.404 | 8.21 |
| 6 | -17082.625 | 4.78 |
| 7 | -15664.311 | 6.45 |
| 8 | -25602.963 | 2.47 |
| 9 | -28105.619 | 4.31 |
| 10 | -33122.273 | 2.88 |
| 11 | -18318.836 | 5.02 |
| 12 | -18310.733 | 3.47 |